ORCA calculation (the ωB97M-V functional and the def2-TZVPD basis) on a structure of composition C44H40As2Cl2N6O12Tl.

Values from the calculation:
energy relative to the best compared isomer or geometry (same formula, charge and spin)	141.0	kcal per mole
F_max	0.0292	hartree/bohr
orbital gap	4.7	eV
net charge	-1

Each line ends with the Löwdin charge.
Positions of all 107 atoms, in Å:
Tl1 0.093 -1.546 -2.071  1.117
Cl1 -1.851 -2.265 4.587  0.631
C1 -0.510 -2.436 3.453  -0.630
C2 -0.828 -2.392 2.120  -0.051
C3 -0.074 -2.488 0.929  -0.209
N1 -0.689 -2.778 -0.293  0.040
C4 -1.858 -3.429 -0.374  -0.476
O1 -2.443 -4.030 0.539  0.010
C5 -2.496 -3.455 -1.730  -0.170
C6 -3.678 -4.179 -1.892  0.007
C7 -4.315 -4.162 -3.115  -0.058
C8 -3.743 -3.442 -4.160  -0.057
C9 -2.556 -2.775 -3.922  -0.108
N2 -1.961 -2.772 -2.733  0.064
C10 1.371 -2.269 0.881  -0.332
C11 1.989 -2.783 3.209  -0.264
C12 0.756 -2.741 4.148  -0.709
Cl2 0.640 -4.343 5.021  0.694
N3 1.962 -1.966 -0.466  0.002
C13 3.136 -1.178 -0.518  -0.472
O2 4.082 -1.354 0.214  0.099
C14 3.163 -0.187 -1.624  -0.233
C15 4.313 0.582 -1.771  0.002
C16 4.350 1.562 -2.742  -0.046
C17 3.245 1.721 -3.562  -0.038
C18 2.149 0.897 -3.362  -0.098
N4 2.094 -0.031 -2.417  0.099
H1 -1.893 -2.337 1.942  0.100
H2 -4.050 -4.723 -1.036  0.114
H3 -5.243 -4.701 -3.262  0.103
H4 -4.206 -3.397 -5.136  0.099
H5 -2.062 -2.215 -4.707  0.102
H6 2.866 -2.589 3.837  0.167
H7 5.133 0.393 -1.094  0.122
H8 5.217 2.200 -2.853  0.111
H9 3.216 2.478 -4.332  0.106
H10 1.273 1.004 -3.980  0.094
C19 1.962 -2.366 -6.128  -0.026
C20 0.957 -1.822 -5.131  -0.489
O3 0.969 -2.417 -4.003  -0.124
C21 0.149 -0.771 -5.545  -0.068
C22 -0.764 0.022 -4.792  -0.381
C23 -1.487 1.133 -5.513  -0.030
N5 -0.962 -0.118 -3.513  -0.064
N6 -1.914 0.659 -2.904  0.068
C24 -1.847 0.682 -1.595  -0.471
O4 -0.911 0.183 -0.874  -0.122
C25 -3.001 1.305 -0.888  -0.139
C26 -3.183 1.012 0.460  -0.012
C27 -4.272 1.523 1.148  -0.081
C28 -5.178 2.349 0.500  -0.106
C29 -4.994 2.652 -0.845  -0.100
C30 -3.917 2.126 -1.539  -0.039
H11 2.963 -2.173 -5.738  0.083
H12 1.863 -1.906 -7.109  0.068
H13 1.844 -3.446 -6.213  0.081
H14 0.259 -0.468 -6.577  0.088
H15 -1.463 0.977 -6.590  0.069
H16 -1.007 2.088 -5.285  0.082
H17 -2.516 1.188 -5.161  0.069
H18 -2.458 0.373 0.950  0.112
H19 -4.419 1.269 2.191  0.101
H20 -6.024 2.759 1.039  0.093
H21 -5.703 3.295 -1.353  0.093
H22 -3.772 2.347 -2.588  0.101
C31 0.582 4.716 -1.594  -0.023
O5 0.365 4.088 -0.327  -0.022
C32 1.340 3.324 0.147  -0.526
O6 2.418 3.217 -0.408  0.044
C33 1.093 2.546 1.400  -0.262
C34 0.592 2.946 2.570  -0.297
As1 0.848 2.042 4.300  1.317
C35 -1.089 1.744 4.547  -0.257
C36 1.304 0.156 3.867  -0.289
C37 1.564 -0.372 2.541  -0.302
As2 2.021 0.852 1.088  1.390
C38 3.682 1.423 2.011  -0.234
C39 1.825 -1.667 2.201  -0.111
O7 2.182 -3.213 0.213  0.068
O8 2.089 -4.033 2.598  -0.173
C40 3.281 -4.737 2.855  -0.085
C41 1.127 -0.560 5.006  -0.410
O9 1.077 -1.875 5.227  -0.068
O10 0.966 0.116 6.169  -0.142
C42 0.596 -0.626 7.330  -0.038
C43 -0.031 4.264 2.875  -0.564
O11 0.140 4.835 3.931  0.051
O12 -0.865 4.723 1.947  -0.033
C44 -1.526 5.945 2.248  -0.040
H23 0.063 5.672 -1.562  0.091
H24 0.156 4.083 -2.373  0.095
H25 1.645 4.860 -1.773  0.085
H26 -1.623 2.685 4.399  0.020
H27 -1.299 1.378 5.549  0.020
H28 -1.440 1.011 3.821  0.027
H29 3.467 1.779 3.019  0.009
H30 4.161 2.216 1.438  0.023
H31 4.347 0.560 2.066  0.026
H32 3.256 -5.191 3.851  0.073
H33 4.156 -4.084 2.768  0.095
H34 3.348 -5.514 2.096  0.094
H35 0.436 0.119 8.107  0.093
H36 1.391 -1.312 7.621  0.096
H37 -0.322 -1.190 7.160  0.087
H38 -2.123 6.178 1.371  0.093
H39 -0.804 6.737 2.448  0.095
H40 -2.168 5.828 3.123  0.095